Entry 1:
9
Properties=species:S:1:pos:R:3:forces:R:3:mulliken_charge:R:1 method="wB97M-V/def2-TZVPD" fmax_ev_per_a=3.8 relative_energy_kj_mol=288.9 homo_lumo_gap_ev=8.95 total_charge=0
H -0.836 1.236 -1.260 1.454 -1.392 1.321 0.200
C -0.211 0.307 -0.931 -0.685 2.102 2.407 -0.480
H -0.361 -0.411 -1.671 0.397 -1.457 -0.963 0.241
C 1.075 0.329 0.030 1.993 -0.975 -3.117 -0.287
O -2.111 -1.226 1.512 -2.632 -1.128 0.783 -0.495
H 1.868 -0.486 -0.332 -1.590 1.947 1.041 0.191
S -0.756 -0.881 1.849 1.510 1.375 -2.380 0.210
H 1.499 1.307 0.294 -0.286 -0.511 0.032 0.258
C -0.165 -0.176 0.508 -0.161 0.040 0.875 0.162

Entry 2:
57
Properties=species:S:1:pos:R:3:forces:R:3:mulliken_spin:R:1 method="wB97M-V/def2-TZVPD" fmax_ev_per_a=2.1 relative_energy_kj_mol=0.0 homo_lumo_gap_ev="4.71 / 4.63" spin_multiplicity=2 total_charge=0
H -0.136 0.899 4.418 0.093 0.247 -0.443 -0.004
H 1.683 1.694 -2.969 -0.630 0.045 0.218 0.005
C -0.987 -1.329 2.888 -0.014 0.587 -0.235 -0.005
C 1.449 1.103 -3.855 0.888 0.460 0.114 0.017
H 3.310 -2.906 1.487 0.136 -0.309 -0.204 0.026
H -1.621 1.900 4.191 0.451 0.464 -0.897 0.000
O 2.169 -2.865 -1.571 -0.041 0.324 0.205 -0.211
H -1.093 3.282 2.642 0.227 -0.220 0.129 0.000
N -0.322 0.702 1.559 -0.784 -0.542 -0.289 0.250
H -0.021 -4.203 1.120 -0.157 -0.181 0.410 0.017
C 0.152 2.163 -0.414 0.080 -0.246 0.817 -0.052
H 0.556 3.486 1.971 -0.020 -0.389 0.049 -0.004
C -1.152 0.930 4.024 -0.886 -0.844 -0.029 -0.002
O 2.980 0.481 -0.880 -0.106 -0.373 -0.137 -0.026
C -2.740 0.201 2.032 -0.802 0.963 1.580 0.000
H -2.152 1.134 -0.501 0.498 -0.359 0.042 0.016
H 2.217 1.445 -4.549 -0.046 -0.366 -0.485 -0.005
H -0.873 4.095 1.150 0.111 0.246 -0.187 0.001
H -2.466 2.763 -0.171 0.477 0.541 0.038 0.001
H -4.212 1.441 0.895 0.085 -0.437 -0.250 0.001
C 1.066 -1.210 -4.755 1.130 -0.390 -0.024 -0.001
H -3.419 0.205 2.885 0.082 -0.532 0.573 0.001
C -0.485 3.263 1.738 -0.811 0.101 -0.295 0.005
H -1.760 -1.728 3.545 0.000 0.094 0.287 -0.002
O 2.678 -2.201 1.627 0.088 0.100 -0.266 -0.092
H -0.218 3.018 -0.980 0.011 0.269 0.140 -0.010
H 3.634 0.841 -0.280 0.036 0.073 0.586 0.008
C -1.284 0.196 2.612 1.069 0.101 -0.210 -0.030
H 0.507 -4.081 -0.293 0.012 -0.092 -0.199 0.039
H 2.709 -2.034 2.569 -0.206 0.437 0.316 0.009
H -1.837 -1.929 -0.011 -0.069 -0.132 0.434 0.029
H 3.074 -2.931 -1.877 0.588 0.061 -0.066 0.045
Be 1.183 -1.077 -0.136 -0.152 0.982 1.374 1.054
H 1.834 -1.165 -5.527 0.019 0.184 -0.175 0.003
C 1.501 -0.368 -3.526 -1.295 -0.525 -1.503 0.008
H -0.318 -0.622 -2.953 -0.249 0.115 0.045 0.020
O 1.080 0.573 1.882 -1.151 -0.568 -0.998 -0.021
H -1.626 -1.482 -1.442 -0.107 -0.024 -0.336 0.034
H -1.753 0.400 4.763 -0.007 -0.794 0.023 0.002
H 0.983 -2.270 -4.517 0.027 -0.018 0.345 0.010
H -1.042 -1.938 1.985 0.007 0.289 -0.305 0.027
H 0.121 -0.938 -5.224 -0.080 0.484 0.262 0.004
C -3.204 1.471 1.310 1.723 0.255 0.025 0.000
H -2.988 -0.740 1.541 0.304 0.186 -0.566 0.007
C -0.693 1.983 0.893 0.716 -0.338 -0.615 -0.036
H 2.474 -0.707 -3.172 -0.144 -0.007 0.123 0.031
H -3.224 2.333 1.977 -0.168 -0.197 0.695 0.000
O 0.377 -3.580 0.512 -0.065 0.020 0.014 -0.129
H 0.000 -1.545 3.298 -0.022 0.408 0.179 0.004
H 1.205 2.290 -0.165 -0.042 0.003 -0.089 0.029
O 0.536 -0.616 -2.515 0.342 -0.181 0.695 0.012
O -1.229 -1.446 -0.571 0.250 0.152 -0.227 -0.168
C -2.117 1.853 0.318 -1.262 0.023 -0.398 -0.002
H 0.040 1.305 -1.077 0.076 -0.182 0.214 0.024
H 1.748 -3.662 -1.895 -0.285 -0.407 -0.304 0.060
H 3.246 0.800 -1.743 0.028 0.113 -0.358 0.003
H 0.463 1.324 -4.263 0.048 0.327 0.157 -0.001

Entry 3:
80
Properties=species:S:1:pos:R:3:forces:R:3:mulliken_spin:R:1 method="wB97M-V/def2-TZVPD" fmax_ev_per_a=3.8 homo_lumo_gap_ev="7.24 / 6.17" spin_multiplicity=2 total_charge=0
H 1.032 0.062 -2.535 0.480 -0.449 0.127 0.007
C 1.200 2.202 2.090 0.249 -0.211 0.931 -0.003
H -0.594 2.636 0.921 0.074 0.009 0.179 -0.004
H -2.952 -0.279 0.445 -0.046 -0.129 -0.326 0.001
H 1.213 -2.817 -3.675 -0.096 0.241 0.242 0.001
H -3.063 0.011 -3.574 -0.014 0.226 0.221 -0.001
N 0.669 -0.285 -4.534 0.476 -0.177 -1.114 0.003
C 1.902 -2.205 2.190 0.026 -0.118 -0.080 -0.006
H 2.081 3.633 3.429 -0.063 -0.143 0.115 0.000
H 0.929 0.699 5.018 -0.053 -0.309 -0.046 0.000
H 1.968 -0.922 -0.268 0.188 0.072 0.207 -0.012
H 0.921 2.577 4.244 0.225 -0.025 -0.200 0.000
C 2.297 2.505 1.059 0.010 0.256 -0.091 0.000
C -3.290 0.964 -3.083 -0.186 0.310 -0.242 0.005
H 1.155 0.264 -6.478 0.237 0.160 0.185 0.001
H -1.889 -1.606 3.801 0.170 0.027 -0.134 0.000
H -2.585 -4.908 -1.842 0.051 0.041 0.024 0.000
C -0.029 3.069 1.756 0.050 0.102 -0.159 0.007
H -1.419 -0.098 -4.782 0.066 -0.223 -0.071 -0.001
H 1.759 -2.331 -2.068 -0.213 -0.027 -0.146 -0.004
C -0.905 -3.648 -2.323 -0.012 0.329 -0.063 0.021
C -3.286 2.470 -0.689 -0.185 0.456 0.071 0.036
H 3.548 -1.496 0.328 -0.085 0.191 0.055 0.000
H 2.556 1.976 3.814 -0.261 0.156 0.008 0.000
H -2.951 2.583 0.352 -0.073 -0.056 -0.300 0.003
C -0.358 -0.132 3.433 0.629 0.008 0.377 -0.004
H 3.239 0.248 0.166 -0.106 -0.217 0.050 -0.001
H 0.230 2.069 -1.144 0.765 0.017 -1.112 -0.009
H 3.770 0.690 2.585 -0.116 -0.270 0.147 0.000
C 1.292 -0.684 -3.325 0.259 -0.155 0.037 0.020
H -1.131 1.841 4.056 -0.073 -0.232 -0.160 0.000
C -2.172 -3.906 -1.802 0.135 0.205 0.207 -0.019
H -4.378 2.326 -0.714 0.300 0.102 0.040 0.006
H 1.180 -1.049 4.729 -0.182 0.234 -0.021 0.000
Cu -0.308 0.417 -1.295 -0.473 -0.383 1.649 0.413
H -2.927 1.788 -3.710 -0.216 -0.208 -0.047 0.000
H -0.363 -2.338 3.297 -0.200 0.259 -0.078 0.000
H -4.376 1.049 -2.943 0.203 0.024 -0.113 0.003
P -2.444 1.076 -1.479 -0.879 -0.923 0.145 0.124
C 1.417 0.542 -5.445 -0.041 0.124 0.167 -0.002
H 2.998 -0.266 3.891 0.119 0.072 -0.269 0.000
C 2.784 -0.711 0.435 -0.074 -0.050 -0.108 0.000
H 0.319 4.068 1.454 -0.046 -0.163 0.101 0.000
H -1.999 1.095 2.670 0.163 0.008 0.178 -0.001
C 2.248 -0.741 1.876 0.358 0.473 0.592 0.012
C -0.579 -0.768 -5.034 -0.414 0.137 -0.153 0.007
H -0.309 -4.449 -2.776 -0.296 0.224 0.134 0.002
C 3.345 -0.284 2.850 0.402 -0.427 -0.016 0.002
H -3.892 -3.043 -0.779 0.234 -0.089 -0.189 0.003
H -3.027 3.383 -1.246 -0.157 -0.140 0.244 -0.002
H 2.439 3.597 1.027 -0.010 -0.229 0.021 0.000
H -1.381 -1.510 2.087 0.083 0.007 0.182 -0.003
H 3.268 2.067 1.323 -0.322 0.082 -0.148 0.000
H 1.063 -2.559 1.579 0.124 0.097 0.143 -0.001
C 1.714 2.596 3.486 0.185 0.479 -0.104 0.001
H 2.005 2.184 0.053 0.150 -0.026 0.271 -0.001
C 1.007 -2.118 -2.846 0.606 0.439 -0.121 0.020
H 2.377 -0.551 -3.476 -0.227 -0.176 0.225 0.007
N -0.143 0.150 0.654 0.704 0.525 0.764 0.154
H 2.495 0.396 -5.290 -0.201 0.075 -0.131 0.000
C -2.904 -2.872 -1.213 0.100 0.228 -0.305 0.016
P 0.724 0.370 1.971 -1.953 -0.654 -3.140 0.023
C -1.483 0.898 3.619 -0.150 -0.009 0.057 -0.004
H -0.507 -0.782 -6.133 -0.203 -0.202 0.243 0.000
C -2.378 -1.576 -1.202 -0.327 -0.447 0.297 -0.069
H 2.781 -2.816 1.932 -0.166 0.125 0.072 0.000
C -3.155 -0.413 -0.632 0.258 0.564 0.155 -0.004
H -0.701 3.202 2.612 0.183 -0.088 -0.279 0.001
H -4.241 -0.473 -0.802 0.262 -0.073 0.065 0.000
C 0.438 -0.242 4.744 -0.365 -0.056 0.366 0.000
H -2.219 0.472 4.319 0.177 0.129 -0.128 0.000
C -1.107 -1.319 -1.705 0.197 -0.415 -0.378 0.397
H -0.280 -0.475 5.546 0.206 0.003 -0.056 0.000
H 1.692 -2.382 3.252 0.018 0.074 -0.319 0.000
C -1.029 -1.485 3.126 -0.082 -0.051 -0.039 -0.001
H -0.824 -1.771 -4.680 0.027 0.110 -0.013 0.001
C -0.369 -2.346 -2.286 -0.402 -0.738 0.200 -0.171
H 0.535 1.884 -1.881 -0.235 0.715 0.938 0.031
H 4.162 -1.022 2.796 -0.048 0.200 0.078 0.000
H 1.200 1.616 -5.322 0.103 -0.025 -0.113 0.000